No. 1
The following is a quantum chemistry calculation of a structure of composition C14H22ClNO7PPdSSe in a non-equilibrium geometry, from OMol25.

```
49
Properties=species:S:1:pos:R:3:forces:R:3
Pd -0.3925 -0.0828 -1.2800 2.38 2.75 -0.56
Se -1.4713 2.3038 -1.5955 0.79 -1.03 0.00
C -3.1826 2.3741 -1.0185 -0.58 -0.03 0.22
N -4.2804 2.5077 -0.6803 0.01 -0.03 0.05
C -4.8333 3.7470 3.3735 0.00 -0.05 -0.02
C -3.8207 2.7357 2.9124 -0.02 0.04 0.00
C -2.5290 3.1136 2.5745 -0.03 0.02 -0.05
C -1.6162 2.1840 2.0985 0.08 -0.07 0.04
C -2.0029 0.8631 1.9701 0.12 -0.07 -0.14
C -3.2858 0.4616 2.3118 0.00 -0.05 0.01
C -4.1861 1.3977 2.7828 0.03 -0.06 -0.02
S -0.8609 -0.3671 1.3948 -0.17 -0.29 1.18
O 0.2892 0.3801 0.8246 -0.34 0.01 0.37
O -0.5000 -1.1678 2.5445 0.04 0.04 0.01
O -1.5452 -1.1398 0.3405 -0.08 0.15 0.55
H -4.4092 4.7502 3.3937 -0.01 0.01 0.00
H -5.1980 3.5070 4.3747 -0.02 0.02 -0.01
H -5.6883 3.7476 2.6951 -0.01 0.05 0.02
H -2.2404 4.1559 2.6466 0.00 0.00 0.03
H -0.6127 2.4730 1.8191 -0.02 0.02 -0.05
H -3.5575 -0.5796 2.1914 -0.08 0.04 0.00
H -5.1970 1.0943 3.0302 0.00 0.00 -0.01
O 0.3678 0.2653 -3.4300 0.04 0.41 0.99
Cl -0.4872 -0.8833 -3.7322 -0.80 -1.24 -2.34
O 0.0482 -2.0653 -3.1053 0.19 -0.27 0.02
O -0.4966 -1.0619 -5.1468 0.07 0.08 -0.21
O -1.8089 -0.6175 -3.2460 -0.37 -0.16 -0.25
C 2.3948 -3.8255 0.2097 -0.05 0.09 -0.02
C 1.3585 -2.7562 -0.1317 0.24 0.10 -0.10
P 1.9674 -1.2352 -0.9945 -0.72 -1.18 0.61
C 3.0526 -1.9685 -2.3074 -0.32 0.53 -0.27
C 3.4484 -0.9595 -3.3912 0.02 -0.03 0.01
C 3.1572 -0.5958 0.2659 -0.33 0.52 -0.26
C 3.6815 0.7996 -0.0825 -0.05 -0.12 0.04
H 1.9380 -4.5899 0.8405 0.03 -0.03 -0.02
H 3.2409 -3.4100 0.7593 0.01 -0.03 0.02
H 2.7765 -4.3129 -0.6886 0.03 -0.01 0.02
H 0.8723 -2.3977 0.7770 -0.04 -0.04 -0.01
H 0.5785 -3.1725 -0.7707 -0.05 0.04 0.02
H 2.4633 -2.7679 -2.7585 0.00 -0.01 0.06
H 3.9404 -2.4040 -1.8446 -0.07 -0.05 0.13
H 2.5790 -0.3992 -3.7299 0.02 -0.01 -0.03
H 3.8783 -1.4659 -4.2574 0.04 -0.01 0.04
H 4.1848 -0.2445 -3.0211 0.00 0.00 -0.01
H 3.9781 -1.3029 0.3935 -0.05 -0.09 -0.05
H 2.5814 -0.5438 1.1916 0.05 -0.06 0.01
H 4.2926 0.7819 -0.9859 0.00 0.05 0.00
H 4.2914 1.1978 0.7302 0.00 0.02 -0.02
H 2.8418 1.4760 -0.2479 0.04 0.05 0.01
```
Forces are in eV/Å.

Values from the calculation:
* charge: -1
* frontier orbital gap (alpha / beta): 6.26 / 6.22 eV

natural (NBO) population analysis, charges in e, atoms 1 to 2: 0.82, -0.06

No. 2
The following is a quantum chemistry calculation of a cluster of 2 separate species, C14H22FNO6 in total in a non-equilibrium geometry, from OMol25.

```
44
Properties=species:S:1:pos:R:3:forces:R:3
C -2.3486 1.6904 -0.8490 0.08 -0.53 0.14
C -2.5693 0.7986 -1.6172 -0.11 0.36 0.03
C -2.8781 -0.3472 -2.4505 -0.17 -0.65 0.19
C -3.2990 -1.5707 -1.5599 0.38 0.42 0.22
C -1.9974 -2.2314 -1.1222 0.13 0.03 0.75
C -2.2339 -3.1888 0.0154 -0.76 -0.76 -0.85
O -2.8622 -4.1935 -0.0944 0.38 0.33 0.42
F -1.7039 -2.8135 1.1812 0.11 0.07 0.09
C -4.4180 -2.4447 -2.1714 0.09 1.21 -0.85
O -5.3789 -2.5635 -1.1366 -0.52 -0.06 -0.31
C -5.2973 -1.3520 -0.5070 0.46 -0.67 0.13
O -6.1940 -0.6774 -0.1413 0.04 -0.20 0.34
O -3.9663 -1.0786 -0.3872 -0.21 0.71 -0.08
H -2.0456 2.2476 0.0024 -0.08 0.41 -0.16
H -3.6514 -0.1183 -3.1811 -0.03 0.06 -0.06
H -1.9685 -0.6504 -2.9665 -0.04 0.03 -0.39
H -1.3044 -1.4566 -0.7983 0.04 0.11 -0.06
H -1.5603 -2.7825 -1.9499 0.01 -0.09 -0.09
H -4.1396 -3.3539 -2.6852 0.05 -0.48 0.63
H -4.8776 -1.7919 -2.9238 -0.05 -0.28 -0.24
C 4.0806 -0.9188 2.5440 -0.05 0.10 0.07
O 3.9850 0.4881 2.6621 0.00 -0.20 -0.14
C 4.7869 1.1984 1.7248 0.04 0.30 0.19
C 3.9096 2.0164 0.8027 -0.18 -0.21 0.00
N 3.1468 1.1483 -0.0860 0.02 0.17 0.01
C 2.1269 1.8407 -0.8675 0.03 -0.26 0.01
C 0.9443 2.4366 -0.1121 -0.10 0.15 -0.29
O 0.1048 1.4665 0.4895 0.34 0.06 0.35
C 0.4613 1.0926 1.8121 -0.19 -0.15 -0.09
H 3.4771 -1.3567 3.3372 -0.01 0.04 0.02
H 3.6969 -1.2672 1.5788 0.09 -0.05 -0.02
H 5.1147 -1.2549 2.6648 0.00 -0.05 -0.04
H 5.4266 0.5207 1.1534 -0.08 -0.06 -0.04
H 5.4337 1.8748 2.2915 0.03 -0.02 -0.01
H 4.5375 2.6809 0.2029 -0.02 0.01 -0.02
H 3.2550 2.6363 1.4308 0.13 0.11 0.04
H 2.6980 0.4316 0.4697 0.01 -0.04 0.00
H 1.7286 1.1185 -1.5849 -0.05 0.05 -0.03
H 2.6081 2.6318 -1.4504 0.02 0.03 0.04
H 0.3212 2.9548 -0.8478 -0.02 -0.02 0.01
H 1.2502 3.1920 0.6208 0.06 -0.10 0.09
H 0.9038 1.9240 2.3659 0.07 0.00 -0.02
H 1.1479 0.2422 1.8186 0.10 0.07 0.08
H -0.4513 0.7806 2.3214 -0.02 0.03 -0.03
```
Forces are in eV/Å.

Values from the calculation:
* charge: 0
* SMILES string: C#CC[C@]1(CC(=O)F)COC(=O)O1.COCCNCCOC
* frontier orbital gap: 9.32 eV

natural (NBO) population analysis, charges in e, atoms 1 to 2: -0.18, -0.05

No. 3
The following is a quantum chemistry calculation of a cluster of 3 separate species, C14H22INO6S2 in total, from OMol25.

```
46
Properties=species:S:1:pos:R:3:forces:R:3
C -2.6802 -3.5246 0.3548 -0.08 0.04 -0.11
C -1.6348 -2.4716 0.5079 0.02 0.04 0.02
C -1.7619 -1.2041 0.1194 -0.07 0.08 0.07
O -2.8959 -0.7629 -0.5111 0.00 -0.16 -0.18
N -3.2885 0.5360 0.0020 0.02 0.07 0.03
O -4.2221 0.9132 -0.5594 0.06 -0.02 -0.02
C -0.6185 -0.2438 0.2233 0.04 -0.04 -0.09
O -0.4935 0.6651 -0.5642 -0.17 0.15 0.21
C 0.3497 -0.5053 1.3286 -0.06 -0.04 0.07
C 1.1347 0.6465 1.8931 0.07 -0.12 -0.13
C 2.5739 0.7065 1.3727 0.01 0.02 -0.03
C 2.6759 0.9408 -0.1343 0.18 0.20 0.09
I 3.1976 -0.8134 -1.2265 -0.09 -0.18 -0.11
C 0.4712 -1.7684 1.7315 0.05 0.13 0.07
C -0.3103 -2.8484 1.0841 0.06 -0.19 -0.12
O 0.0964 -3.9879 1.0203 -0.11 0.06 0.26
H -2.5216 -4.3265 1.0703 0.03 -0.03 0.00
H -2.6533 -3.9559 -0.6464 0.03 -0.05 -0.01
H -3.6685 -3.0925 0.4989 -0.03 0.00 -0.01
H 1.1582 0.5345 2.9779 -0.01 0.04 0.03
H 0.6195 1.5787 1.6614 0.00 0.03 0.00
H 3.0886 -0.2126 1.6512 0.06 0.00 0.03
H 3.0951 1.5188 1.8822 -0.03 0.04 0.03
H 1.7423 1.2895 -0.5630 -0.02 -0.02 -0.01
H 3.4622 1.6488 -0.3717 0.07 -0.03 -0.02
H 1.1612 -2.0607 2.5140 0.12 -0.08 -0.09
C -7.2345 1.8145 -0.4957 -0.04 -0.06 -0.05
S -6.9952 3.5694 -0.1967 0.02 0.00 0.01
O -7.8374 3.9181 0.9758 -0.02 0.01 0.02
C -7.8856 4.1277 -1.6555 0.00 0.01 -0.04
H -6.7884 1.2805 0.3398 0.00 0.01 0.01
H -8.3022 1.6027 -0.5469 -0.01 0.04 0.02
H -6.7342 1.5303 -1.4206 0.01 -0.01 0.01
H -8.9032 3.7394 -1.6225 0.00 0.00 0.02
H -7.3655 3.7880 -2.5510 0.00 0.01 0.00
H -7.9007 5.2150 -1.6277 0.00 0.00 0.01
C 7.5097 -1.4972 0.3671 -0.01 -0.04 0.01
S 8.1193 -0.0523 -0.5113 0.00 -0.02 0.01
O 6.9805 0.8962 -0.6032 -0.06 0.08 0.03
C 8.2521 -0.8497 -2.1164 0.00 -0.03 -0.03
H 7.3086 -1.1897 1.3911 0.00 0.01 0.00
H 6.5891 -1.8380 -0.1070 -0.01 0.02 0.00
H 8.2705 -2.2777 0.3584 0.00 0.00 0.01
H 7.2758 -1.2437 -2.3980 -0.01 0.02 0.01
H 8.9974 -1.6434 -2.0684 0.00 0.00 -0.01
H 8.5669 -0.0899 -2.8285 0.00 0.01 0.00
```
Forces are in eV/Å.

Values from the calculation:
* charge: 0
* frontier orbital gap: 7.67 eV

natural (NBO) population analysis, charges in e, atoms 1 to 2: -0.65, -0.07

No. 4
The following is a quantum chemistry calculation of the molecule C14H22N2O3S, from OMol25.

```
42
Properties=species:S:1:pos:R:3:forces:R:3
C -5.0631 -0.3005 0.3326 0.13 0.18 -0.02
C -4.2449 0.6717 -0.5095 -0.08 -0.17 -0.14
C -3.5086 -0.0029 -1.6676 0.11 0.02 0.29
C -2.4946 -1.0566 -1.2164 -0.22 -0.08 -0.19
N -1.4608 -0.4903 -0.3813 -0.07 0.13 -0.51
C -1.3716 -0.7484 0.9341 0.61 0.18 0.31
O -2.0570 -1.5653 1.5171 -0.26 -0.23 0.26
C -0.2733 0.0482 1.6403 -0.36 -0.13 0.12
C -0.5032 1.5657 1.5903 -0.39 -0.36 -0.13
N 0.7376 2.2501 1.2668 0.45 0.18 -0.72
S 1.2434 2.1476 -0.3319 0.16 0.22 0.42
O 1.9315 3.3706 -0.6178 0.14 0.00 0.21
O 0.1373 1.7701 -1.1793 0.19 -0.17 0.13
C 2.4198 0.8097 -0.2912 -0.39 0.33 -0.11
C 3.5075 0.9210 0.5523 0.12 0.02 0.07
C 4.4335 -0.1059 0.6003 -0.12 0.09 -0.05
C 4.2793 -1.2392 -0.1930 -0.09 0.04 -0.06
C 5.2678 -2.3607 -0.1284 -0.03 -0.05 0.04
C 3.1779 -1.3240 -1.0402 0.06 0.10 0.08
C 2.2473 -0.3019 -1.0934 -0.14 0.03 -0.11
H -4.4137 -0.9759 0.8830 0.00 -0.12 0.07
H -5.7282 -0.8868 -0.2982 -0.12 -0.10 -0.05
H -5.6677 0.2459 1.0530 -0.10 -0.02 0.09
H -4.9063 1.4358 -0.9258 0.07 0.07 0.04
H -3.5212 1.1786 0.1327 0.00 0.12 -0.01
H -4.2331 -0.4855 -2.3266 -0.01 0.01 -0.10
H -2.9812 0.7611 -2.2446 -0.03 -0.01 -0.13
H -2.0276 -1.5079 -2.0988 -0.08 -0.06 0.09
H -2.9818 -1.8418 -0.6362 0.09 0.01 -0.12
H -0.9193 0.2715 -0.7790 -0.05 -0.17 0.19
H 0.6767 -0.1801 1.1554 -0.06 -0.10 0.09
H -0.2193 -0.2989 2.6720 0.02 -0.04 -0.11
H -0.8496 1.9287 2.5589 0.08 0.04 -0.10
H -1.2679 1.8085 0.8411 0.01 -0.02 0.23
H 0.7567 3.2175 1.5506 0.10 0.24 -0.11
H 3.6136 1.8086 1.1545 0.11 0.07 0.15
H 5.2865 -0.0278 1.2578 0.09 0.02 0.06
H 4.8724 -3.1656 0.4912 0.04 -0.08 0.03
H 5.4561 -2.7664 -1.1197 0.06 -0.05 -0.04
H 6.2078 -2.0291 0.3041 0.09 -0.03 0.01
H 3.0508 -2.1973 -1.6624 -0.02 -0.08 -0.08
H 1.3907 -0.3521 -1.7467 -0.09 -0.08 -0.09
```
Forces are in eV/Å.

Values from the calculation:
* charge: 0
* SMILES string: CCCCNC(=O)CCNS(=O)(=O)c1ccc(C)cc1
* frontier orbital gap: 9.83 eV

natural (NBO) population analysis, charges in e, atoms 1 to 2: -0.62, -0.39

No. 5
The following is a quantum chemistry calculation of the molecule C14H22N2OS, from OMol25.

```
40
Properties=species:S:1:pos:R:3:forces:R:3
C -2.7897 -2.9855 0.4193 -0.02 -0.05 0.03
O -2.1085 -1.9119 -0.1800 0.20 0.06 0.07
C -2.9308 -1.0570 -0.9479 -0.26 0.29 -0.12
C -3.8350 -0.1302 -0.1252 0.39 -0.22 0.09
C -3.0948 0.5054 1.0641 -0.51 -0.07 -0.07
N -1.7506 0.9120 0.7435 0.63 -0.04 -0.25
C -1.4772 1.9857 -0.0170 -0.06 0.07 0.29
S -2.6200 3.1212 -0.4088 -0.49 0.47 -0.22
N -0.1986 2.1916 -0.4266 0.28 0.15 -0.13
C 0.9368 1.3825 -0.2684 0.40 -0.32 0.14
C 0.8837 0.0050 -0.4585 0.07 0.12 -0.02
C 2.0073 -0.7926 -0.3094 0.01 0.12 0.07
C 1.8945 -2.2732 -0.5045 0.03 0.04 -0.01
C 3.2290 -0.1965 0.0097 -0.05 0.06 -0.01
C 4.4668 -1.0244 0.1704 -0.07 0.00 -0.01
C 3.2795 1.1812 0.1667 -0.12 -0.12 -0.08
C 2.1604 1.9880 0.0398 -0.20 -0.01 0.05
C 2.2541 3.4725 0.2294 -0.04 -0.08 0.01
H -3.5148 -2.6469 1.1668 -0.01 -0.02 0.01
H -2.0320 -3.5965 0.9071 -0.09 -0.06 0.03
H -3.3137 -3.5877 -0.3326 0.01 0.00 0.03
H -2.2374 -0.4535 -1.5405 -0.10 -0.03 0.00
H -3.5465 -1.6470 -1.6417 0.10 0.03 0.00
H -4.7030 -0.6703 0.2544 -0.08 0.01 0.01
H -4.1889 0.6569 -0.7912 -0.06 -0.01 0.00
H -3.6516 1.3865 1.3948 0.08 -0.17 0.07
H -3.0247 -0.2031 1.8913 0.01 0.05 -0.03
H -1.0293 0.2159 0.8613 -0.05 0.06 0.04
H -0.0441 3.1137 -0.8113 -0.22 -0.16 0.03
H -0.0397 -0.4672 -0.7583 -0.14 -0.05 -0.04
H 2.2438 -2.8039 0.3806 0.02 -0.12 0.03
H 2.5065 -2.5969 -1.3460 0.04 -0.11 -0.05
H 0.8622 -2.5554 -0.6948 -0.06 -0.06 -0.02
H 4.3419 -1.7495 0.9743 0.07 -0.09 0.04
H 5.3234 -0.3967 0.4016 0.08 0.00 0.01
H 4.6787 -1.5784 -0.7435 0.09 -0.09 -0.03
H 4.2266 1.6450 0.4052 0.11 0.06 0.04
H 3.2360 3.7460 0.6060 0.04 0.06 0.00
H 1.5017 3.8208 0.9363 -0.03 0.09 0.02
H 2.0979 3.9944 -0.7162 -0.01 0.14 -0.02
```
Forces are in eV/Å.

Values from the calculation:
* charge: 0
* SMILES string: COCCCNC(=S)Nc1cc(C)c(C)cc1C
* frontier orbital gap: 8.65 eV

natural (NBO) population analysis, charges in e, atoms 1 to 2: -0.25, -0.56

No. 6
The following is a quantum chemistry calculation of a structure of composition C14H22N8NiSSbSe4 in a non-equilibrium geometry, from OMol25.

```
51
Properties=species:S:1:pos:R:3:forces:R:3
Ni 1.5168 0.8422 -1.0957 1.37 -0.65 1.91
C 3.1090 -1.6420 1.8336 0.05 0.02 -0.02
C 2.5869 -0.5239 0.9907 -0.03 0.04 0.14
N 2.4776 -0.5526 -0.2909 -0.10 0.11 -0.09
N 2.8408 -1.5811 -1.1027 -0.04 -0.09 -0.32
C 2.4891 -1.4727 -2.4271 -0.50 0.52 0.20
N 2.6701 -2.5801 -3.1915 0.44 -0.04 0.07
S 1.7355 -0.0671 -2.9989 0.52 -0.97 -0.10
C 2.0532 0.7269 1.5847 0.01 -0.12 -0.01
C 1.9762 0.9443 2.9476 0.00 -0.06 0.10
C 1.3459 2.0967 3.4109 0.05 -0.01 -0.03
C 0.8459 3.0078 2.5021 0.14 -0.05 -0.02
C 1.0000 2.7509 1.1429 -0.01 0.08 -0.30
N 1.5743 1.6352 0.7009 -0.05 -0.65 -0.14
H 3.1695 -2.5773 1.2790 0.00 -0.02 0.01
H 2.4420 -1.8171 2.6773 0.01 0.01 0.01
H 4.1024 -1.4151 2.2259 -0.01 0.02 0.02
H 3.2698 -2.4163 -0.7337 -0.06 0.00 0.10
H 3.3510 -3.2639 -2.8979 -0.01 -0.02 -0.04
H 2.6461 -2.4171 -4.1858 -0.11 -0.01 0.01
H 2.3824 0.2169 3.6371 -0.03 0.02 0.04
H 1.2503 2.2725 4.4746 0.01 -0.02 0.00
H 0.3420 3.9138 2.8078 -0.01 0.02 -0.07
H 0.6438 3.4479 0.3842 -0.09 0.07 0.12
C -1.5970 -0.6117 -1.6592 -0.04 0.15 -0.12
N -0.8218 -0.3004 -0.4442 -0.19 -0.54 0.36
C -0.6151 -1.5472 0.2879 -0.09 0.00 -0.05
N -1.8664 -2.2214 0.6486 0.07 -0.12 0.09
C -2.6069 -2.4776 -0.5967 0.02 0.09 0.06
N -2.8743 -1.2582 -1.3452 0.01 -0.04 -0.07
C -3.6469 -0.3393 -0.4975 0.05 -0.05 0.02
N -2.9307 -0.0340 0.7467 0.02 0.04 0.10
C -1.6516 0.5846 0.3961 0.10 0.23 -0.13
C -2.6612 -1.2787 1.4528 0.01 0.01 -0.12
H -1.0033 -1.2729 -2.2970 0.00 -0.03 0.02
H -1.7852 0.3173 -2.1995 0.03 0.03 0.03
H -0.0602 -1.3343 1.2094 -0.02 0.02 0.01
H -0.0232 -2.2329 -0.3310 0.02 0.02 -0.02
H -3.5523 -2.9634 -0.3424 0.00 0.00 -0.01
H -2.0168 -3.1572 -1.2182 -0.01 -0.01 -0.01
H -4.6009 -0.8103 -0.2466 -0.01 0.01 -0.01
H -3.8266 0.5876 -1.0446 0.04 0.02 0.02
H -1.1005 0.8143 1.3143 -0.03 -0.04 0.03
H -1.8246 1.5162 -0.1497 -0.05 -0.01 -0.02
H -3.6072 -1.7598 1.7137 0.00 0.01 0.01
H -2.1100 -1.0564 2.3711 -0.02 0.00 0.01
Se -3.3160 3.4578 -2.2072 0.31 -0.26 -0.02
Sb -1.0621 4.3899 -2.3385 -0.94 1.43 0.49
Se 0.3893 2.2597 -2.1301 -1.08 1.36 -2.47
Se -0.5304 5.7102 -0.3430 0.12 -0.14 0.02
Se -0.5189 5.4892 -4.4252 0.14 -0.38 0.18
```
Forces are in eV/Å.

Values from the calculation:
* charge: -1
* frontier orbital gap (alpha / beta): 3.93 / 3.93 eV

natural (NBO) population analysis, charges in e, atoms 1 to 2: 0.73, -0.67